The following is a quantum chemistry calculation of a cluster of 37 separate species, C7H81Br2F3O42P2S in total, from the Open Molecules 2025 dataset.

Properties
orbital gap: 8.23 eV
E_HOMO: -8.9 eV

Geometry as ORCA input:
```
! wB97M-V def2-TZVPD RIJCOSX def2/J DEFGRID3
* xyz 0 1
O 0.7608 2.2845 3.0804
C 0.9819 2.3839 1.9460
O 2.1966 2.1942 1.2849
C 1.7727 1.4598 0.1509
P 3.0386 0.7514 -0.9980
O 4.3790 1.1011 -0.5057
O 2.7816 1.0524 -2.5211
O 2.8975 -0.8794 -0.8451
C 0.6374 2.3596 -0.3557
C -0.4402 1.5932 -1.1597
C -1.4586 0.8796 -0.2538
C -2.4902 0.0407 -1.0120
F -3.3611 0.9313 -1.6032
Br -1.7217 -1.1099 -2.3789
C -3.3254 -0.7939 0.0491
F -2.9872 -0.5095 1.3180
F -3.1600 -2.1127 -0.1386
Br -5.2520 -0.4815 -0.0878
P 1.0271 4.0722 -0.9953
S 2.6342 4.1963 -2.0699
O 0.0584 2.6689 0.9635
H 1.2018 0.5745 0.5102
H 2.6478 0.2093 -2.9983
H 1.9517 -1.0959 -0.7670
H 0.0911 0.8258 -1.7455
H -0.9672 2.2518 -1.8658
H -0.8934 0.1833 0.3873
H -2.0202 1.5653 0.3916
H -0.0597 4.5860 -1.7475
H 1.1367 4.9244 0.1343
O 4.1692 -0.6514 1.9590
H 5.0406 -0.7534 2.3611
H 4.3440 -0.0274 1.2405
O 2.7090 -0.7951 4.4033
H 3.2726 -0.8838 3.6175
H 2.8861 -1.5944 4.9160
O -5.1540 2.2915 1.2089
H -4.7456 1.5420 1.6597
H -4.7867 3.0639 1.6551
O 5.1256 -0.3113 -3.1166
H 5.4017 0.3571 -2.4777
H 5.9556 -0.7095 -3.4002
O -0.9310 -4.4784 -0.7543
H -0.7860 -4.3861 0.1961
H -1.8894 -4.4723 -0.8467
O 5.9418 -2.9292 -1.5924
H 5.6646 -2.7165 -2.4946
H 5.2871 -2.4903 -1.0406
O 0.0152 -3.6660 2.1592
H 0.4263 -4.4073 2.6252
H 0.3697 -2.8869 2.6016
O 3.7550 -3.9973 0.3947
H 4.6765 -3.9192 0.6652
H 3.4977 -3.0952 0.1680
O -5.8537 -3.3485 1.4423
H -6.0485 -3.6594 0.5503
H -5.0403 -2.8459 1.3379
O 4.7971 -3.9032 -4.0547
H 5.3635 -4.0338 -4.8234
H 4.9295 -4.7007 -3.5265
O -0.0251 5.9971 -3.6452
H -0.9329 5.6840 -3.7467
H 0.1084 6.5745 -4.4034
O -6.2804 -1.0341 -3.1157
H -5.4366 -0.6386 -2.8749
H -6.6368 -0.4367 -3.7877
O -1.6066 -3.5814 4.6236
H -1.9231 -3.4094 3.7332
H -2.2827 -3.1831 5.1873
O -6.1637 3.3662 -1.6887
H -5.8078 3.1346 -0.8187
H -6.0082 2.5758 -2.2153
O 0.5966 -6.7399 3.4244
H -0.0713 -7.2056 2.9097
H 1.3015 -7.3864 3.5358
O 7.7483 0.6468 -3.0401
H 7.9627 0.9276 -2.1404
H 7.8773 1.4400 -3.5715
O -3.5529 -1.8350 4.4274
H -4.4512 -2.1918 4.3562
H -3.4597 -1.2849 3.6415
O -6.5003 1.5507 -4.3650
H -5.5687 1.7012 -4.1660
H -6.8429 2.4280 -4.5776
O -3.0679 0.9751 3.7910
H -2.6639 0.2431 4.2732
H -2.7099 1.7603 4.2198
O 6.8772 -0.0145 2.5687
H 7.1393 0.6957 3.1662
H 7.7097 -0.3578 2.2231
O 3.3647 -1.8826 7.0918
H 4.2861 -1.7664 7.3462
H 3.0638 -0.9891 6.8843
O -0.1581 5.0067 4.4497
H 0.1821 4.7641 5.3173
H -0.0191 4.2175 3.9144
O -7.7014 0.4390 -6.7117
H -7.5236 0.5302 -5.7658
H -8.6618 0.4514 -6.7804
O 7.4351 -5.6671 -1.1503
H 8.3567 -5.5824 -0.8864
H 7.1691 -4.7677 -1.3805
O 1.9115 -1.3597 -4.1619
H 1.2727 -1.8303 -4.7070
H 2.5980 -2.0178 -3.9810
O 7.8143 1.4523 0.1206
H 8.0349 1.5762 1.0496
H 6.8479 1.4226 0.1143
O 4.5279 5.5482 0.0200
H 5.4069 5.7200 0.3754
H 4.5046 4.5933 -0.1170
O -1.6468 7.8416 5.1115
H -1.3084 7.6026 5.9798
H -1.5035 7.0495 4.5793
O -7.4252 -2.5575 -0.5589
H -7.7498 -2.3476 -1.4427
H -8.0835 -2.1759 0.0300
O -6.2812 -1.4348 5.3244
H -5.7292 -0.7142 5.6496
H -7.0518 -1.4224 5.9014
O -2.3175 4.2343 -5.0391
H -3.0879 4.6427 -5.4493
H -2.3929 3.3023 -5.2692
O 3.8192 0.2010 -6.1663
H 3.8953 0.3271 -5.2121
H 2.8717 0.2209 -6.3310
O 2.3047 -5.8487 -1.9999
H 2.9007 -5.1854 -1.6310
H 1.5168 -5.7847 -1.4486
O -9.0894 -0.1086 -0.2719
H -8.8583 0.1920 0.6163
H -9.0118 0.6861 -0.8136
O 9.7809 2.7958 1.3434
H 9.5505 2.4463 0.4730
H 10.5668 3.3277 1.1828
O -11.6381 0.5418 1.1838
H -11.0947 0.4519 0.3901
H -11.4293 -0.2423 1.7015
*
```